Record 1
Below is C29H51AlCl8INNaO23PSi2 as an isolated structure in a non-equilibrium geometry, with properties calculated with ωB97M-V with the def2-TZVPD basis set.

```
118
Properties=species:S:1:pos:R:3:mulliken_charge:R:1
C -0.72681 3.14195 1.85363 -0.9746
C 0.08762 1.87979 1.22407 0.7765
C 0.21287 0.79656 2.38472 -0.0743
Cl 0.69753 1.52785 4.03211 -0.2484
Si 1.29769 -0.73187 2.01509 0.5273
I 1.03952 -2.14277 4.09648 -0.4720
C 0.59673 -1.88441 0.62105 0.8353
C -0.40189 -3.01800 1.14428 -0.5622
C -1.18965 -3.74281 -0.07553 -0.5290
C -2.19914 -2.68133 -0.70950 0.4860
C -3.74165 -2.92131 -0.27702 -1.0790
C -4.42834 -1.46518 -0.44973 -0.2737
C -4.76629 -0.80790 0.99217 -0.9196
C -4.41266 0.76840 1.12511 -0.5669
C -4.69825 1.65337 -0.20115 0.7030
C -4.73136 3.20286 0.26880 -0.5882
O -3.38256 3.68027 0.15933 -0.0323
C -3.13188 4.33734 -1.10935 -0.4186
O 2.97670 -0.46280 1.90466 -0.7948
Si 3.50736 0.35996 0.49903 0.7462
C 5.15537 -0.51116 -0.04319 -1.0195
C 2.37649 0.34326 -1.02479 -0.1497
O 2.45364 -0.90639 -1.80111 -0.3272
C 1.69388 -0.71815 -2.98959 0.3274
C 0.43224 -1.67972 -3.20735 0.3436
O 1.94792 0.11389 -3.86635 -0.5880
P 4.13947 2.47295 0.92719 0.1206
C 3.58030 3.63694 -0.43908 -0.8671
O 3.32826 2.99357 2.34738 -0.4480
H -1.62490 2.82211 2.46597 0.2276
H 0.03183 3.74589 2.45789 0.7042
H -1.01581 3.81934 0.97715 -0.3145
H -0.59120 1.48583 0.39274 0.0136
H 1.06556 2.31303 0.85560 -0.3334
H -0.85106 0.39687 2.56437 0.2234
H 0.20125 -1.29130 -0.26861 -0.5349
H 1.53342 -2.42811 0.22941 0.3117
H 0.15437 -3.86044 1.68034 0.1338
H -1.14740 -2.50813 1.85892 0.2875
H -0.38897 -4.10796 -0.80188 0.0631
H -1.73896 -4.61328 0.40824 0.4826
H -2.07507 -2.71430 -1.84255 0.3165
H -1.94555 -1.63703 -0.29939 -0.4032
H -3.84090 -3.31431 0.78104 0.4047
H -4.17249 -3.67946 -1.00587 0.3825
H -3.69016 -0.81229 -1.08990 0.9514
H -5.39374 -1.53934 -1.08084 0.3955
H -4.18358 -1.33789 1.82261 0.3855
H -5.89437 -0.93297 1.14980 0.3072
H -4.99480 1.14766 2.03407 0.4947
H -3.28964 0.86688 1.34240 -0.1233
H -3.74109 1.55590 -0.87063 0.0358
H -5.63402 1.34546 -0.77953 0.1281
H -5.45458 3.84006 -0.32831 0.1831
H -4.98212 3.19489 1.38533 0.3670
H -2.00553 4.25568 -1.30289 0.0900
H -3.73212 3.89649 -1.97756 0.5170
H -3.39138 5.43194 -0.98042 -0.1590
H 4.80675 -1.49722 -0.51635 0.3013
H 5.78665 0.13513 -0.74776 0.3426
H 5.67621 -0.79026 0.92623 0.3328
H 2.74544 1.16507 -1.73774 0.7915
H 1.26940 0.52558 -0.84695 -0.0791
H 0.19296 -1.66246 -4.31478 0.2378
H -0.43755 -1.35316 -2.55403 -0.5177
H 0.77355 -2.72538 -2.88787 0.2285
H 4.28662 3.59626 -1.32650 0.3124
H 3.66139 4.70172 -0.01689 0.4117
H 2.48878 3.50236 -0.72904 0.1857
H 3.19676 2.19850 2.90211 0.2694
C -2.84987 8.09270 0.40914 -0.4505
Cl -1.95069 6.67553 0.95979 -0.0214
Cl -2.61569 8.36961 -1.32282 -0.1239
H -3.90994 7.93643 0.60042 0.2551
H -2.50022 8.96503 0.95835 0.3632
O -1.80680 1.66533 -2.52041 -0.3824
H -1.70958 2.62572 -2.51784 0.2063
H -0.99366 1.34780 -2.93664 0.2407
N 0.10395 7.93153 3.82812 0.9715
O 1.09340 8.52569 4.27366 -0.5572
O 0.12008 6.69346 3.71907 -0.5133
O -0.90457 8.57004 3.49078 -0.5372
Al -4.53957 0.18650 -1.82996 -0.5952
C 5.79065 1.48079 -3.51202 0.7294
O 5.46144 1.21202 -2.32024 -0.5462
O 5.21575 0.64264 -4.40248 -0.4770
O 6.53526 2.36883 -3.95238 -0.5683
H 4.74498 0.13454 -3.70858 0.3677
C -1.28900 -3.62180 -5.87255 0.7826
O -1.42000 -4.48345 -6.77594 -0.5832
O -0.62829 -2.52256 -6.31143 -0.4474
O -1.66373 -3.63588 -4.68803 -0.5189
H -0.51867 -2.88400 -7.21761 0.3064
C -5.05543 6.97963 -4.06713 0.2931
Cl -5.84888 6.21506 -2.67160 -0.0982
Cl -3.44536 6.26627 -4.29825 -0.0758
Cl -6.03539 6.71176 -5.52222 -0.0887
Cl -4.89639 8.72108 -3.77165 -0.0675
C 5.05778 -5.68460 3.96114 -0.8636
C 3.88908 -5.32198 3.42824 0.3222
C 2.68287 -6.19304 3.53007 0.9634
O 1.62826 -5.81804 3.04805 -0.5361
C 2.82213 -7.48227 4.21257 -0.9784
C 3.99187 -7.84685 4.74238 0.2554
C 5.19057 -6.96332 4.66437 0.9685
O 6.23599 -7.32260 5.17630 -0.6078
O 4.13919 -9.03830 5.37572 -0.5742
O 3.74645 -4.14452 2.77148 -0.3382
H 5.93900 -5.06071 3.89581 0.4706
H 1.94491 -8.11276 4.26447 0.4547
H 5.07051 -9.06326 5.66756 0.3467
H 2.81304 -4.12112 2.48545 0.0499
O 2.00413 -7.43776 -1.61554 -0.6767
Cl 2.00983 -6.00814 -1.82008 1.7664
O 2.20790 -5.71936 -3.22268 -0.6398
O 3.07998 -5.41138 -1.04822 -0.6511
O 0.74194 -5.45272 -1.38752 -0.7928
Na 0.95372 0.65996 6.52153 0.9092
```

Values from the calculation:
2S+1   1
Molecular weight   1329.4 g mol⁻¹

Record 2
Below is a 3-piece molecular cluster, C11H20F2N3O7P2 overall in a non-equilibrium geometry, with properties calculated with ωB97M-V with the def2-TZVPD basis set.

```
45
Properties=species:S:1:pos:R:3:mulliken_charge:R:1
N 0.17774 1.21733 0.22202 -0.5442
P -0.62306 0.48238 -1.06781 0.0923
O 0.55130 -0.16293 -1.91710 -0.3292
N -1.00880 1.99858 -2.18029 0.1622
C -2.32317 2.17051 -2.36607 0.3302
C -2.84013 3.19996 -3.11909 -0.0356
P -4.67953 3.44327 -3.44113 0.0718
O -5.29290 2.98699 -2.00409 -0.4247
O -4.93121 2.16529 -4.40516 -0.4063
C -1.93196 4.08691 -3.68095 -0.8709
C -0.57276 3.90766 -3.49386 -0.4247
C -0.13553 2.84640 -2.74891 -0.0371
N 1.25194 2.54885 -2.49747 0.3182
C 1.88589 1.77303 -3.55984 0.6565
O 2.74803 0.99277 -3.39776 -0.3881
F 1.34352 2.07417 -4.74511 -0.2156
C 1.97474 3.73660 -2.18436 0.5994
O 1.50757 4.70382 -1.70791 -0.3881
F 3.26772 3.57699 -2.44649 -0.2244
H 1.04952 1.65674 -0.07131 0.2863
H -0.39748 1.97062 0.59283 0.3236
H 1.11210 -0.75387 -1.37794 0.4367
H -2.94721 1.42829 -1.88317 0.5005
H -4.71587 2.47575 -1.43066 0.3423
H -4.76883 1.29808 -4.01372 0.3497
H -2.29690 4.90858 -4.28268 0.4304
H 0.13071 4.59470 -3.93724 0.4875
C 0.44850 -3.42578 2.14947 -0.9095
C 0.78030 -3.34713 0.67598 -0.4505
O 0.73760 -1.98490 0.20374 -0.5337
H -0.54216 -3.01128 2.33973 0.2659
H 0.46602 -4.46010 2.49159 0.3433
H 1.16160 -2.85792 2.74740 0.2921
H 0.05836 -3.89517 0.07450 0.3108
H 1.77168 -3.76202 0.47940 0.2877
H 1.37760 -1.48980 0.72962 0.2865
C 1.54856 -4.43372 6.96318 -1.0912
C 1.88394 -4.30455 5.49043 -0.1296
O 1.85517 -2.94503 5.04962 -0.5130
H 0.56380 -4.01297 7.16647 0.3024
H 1.55430 -5.47822 7.27529 0.3238
H 2.27350 -3.89082 7.57353 0.3245
H 1.15088 -4.83345 4.88342 0.2297
H 2.86948 -4.73475 5.28533 0.2754
H 2.50544 -2.45985 5.56658 0.2865
```

Values from the calculation:
2S+1   1
Molecular weight   406.2 g mol⁻¹
Total charge   +1

Record 3
Below is a 4-piece molecular cluster, C10H29F3N4O4Si overall, with properties calculated with ωB97M-V with the def2-TZVPD basis set.

```
51
Properties=species:S:1:pos:R:3:mulliken_charge:R:1
C -0.05262 2.01679 0.64186 -1.5055
C -0.39791 0.55376 0.61162 0.7533
N -0.16312 -0.25535 1.56168 -0.4797
C -1.00435 0.01320 -0.64846 -0.3674
Si 0.20905 -0.08857 -2.09103 0.3323
C -0.73094 0.26992 -3.71224 -0.6723
O -0.98940 1.67299 -3.98670 -0.4188
C 0.03324 2.48721 -4.25643 0.8356
F -0.35893 3.40475 -5.15019 -0.2736
F 1.10282 1.84740 -4.75340 -0.2571
F 0.45338 3.15723 -3.16759 -0.2314
C 0.90798 -1.83465 -2.15585 -1.2705
C 2.30975 -1.88844 -1.53248 0.9885
N 2.72850 -3.29852 -1.46972 -0.8329
N 3.25939 -1.17742 -2.38209 -0.5436
N 2.24848 -1.17451 -0.26258 -0.5360
H 0.92974 2.17161 0.18385 0.2951
H -0.77638 2.61006 0.07819 0.3489
H -0.01718 2.37448 1.67242 0.4156
H 0.27345 0.22990 2.34863 0.0161
H -1.34072 -1.00373 -0.42245 0.4390
H -1.88494 0.60411 -0.92511 0.1241
H 1.27009 0.91952 -1.95574 -0.1948
H -1.73969 -0.14574 -3.64978 0.3179
H -0.24992 -0.18706 -4.58149 0.3943
H 0.25093 -2.52181 -1.60814 0.4687
H 0.97956 -2.20031 -3.18305 0.4687
H 3.69980 -3.34191 -1.17250 0.2435
H 2.18472 -3.79818 -0.77228 0.2774
H 3.80843 -0.50635 -1.86394 0.2169
H 3.85004 -1.80344 -2.91167 0.2706
H 3.09281 -1.30934 0.28455 0.2321
H 1.45380 -1.44279 0.31259 0.1139
C 1.82966 -1.63763 4.12871 -0.5414
O 2.43047 -0.46861 3.58831 -0.4867
H 0.91398 -1.80239 3.56398 0.1667
H 2.47408 -2.51273 4.00141 0.3054
H 1.58052 -1.52169 5.18686 0.2907
H 3.23964 -0.28711 4.07437 0.2684
C -1.53581 0.08246 4.78905 -0.5688
O -0.60655 1.06448 4.35092 -0.4356
H -1.19607 -0.87289 4.39642 0.1948
H -1.56699 0.02350 5.88082 0.3026
H -2.54352 0.26930 4.40977 0.2875
H -0.90407 1.92336 4.66421 0.2639
C -5.19228 1.36683 -0.23846 -0.6108
O -3.93691 2.02514 -0.16016 -0.4450
H -5.37279 0.92264 0.73801 0.2177
H -6.00665 2.06151 -0.46002 0.2857
H -5.19185 0.56853 -0.98586 0.2628
H -3.75474 2.44047 -1.00881 0.2732
```

Values from the calculation:
2S+1   1
Molecular weight   354.4 g mol⁻¹

Number 1: frontier orbital gap 1.2 eV, E_LUMO -6.6467 eV. Number 2: frontier orbital gap 7.8 eV, E_LUMO -4.3891 eV. Number 3: frontier orbital gap 9.5 eV, E_LUMO 0.6451 eV.